(1)
{
  "formula": "C36H98BN2O15P3",
  "method": "the ωB97M-V functional and the def2-TZVPD basis",
  "energy_ev": -101155.72056,
  "homo_ev": -7.637,
  "homo_lumo_gap_ev": 8.1,
  "lumo_energy_ev": 0.4,
  "elements": ["C", "C", "C", "C", "C", "C", "P", "C", "C", "C", "N", "C", "O", "C", "B", "O", "O", "C", "C", "C", "P", "N", "P", "O", "H", "H", "H", "H", "H", "H", "H", "H", "H", "H", "H", "H", "H", "H", "H", "H", "H", "H", "H", "H", "H", "H", "H", "H", "H", "H", "H", "H", "H", "H", "H", "H", "C", "C", "O", "H", "H", "H", "H", "H", "H", "C", "C", "O", "H", "H", "H", "H", "H", "H", "C", "C", "O", "H", "H", "H", "H", "H", "H", "C", "C", "O", "H", "H", "H", "H", "H", "H", "C", "C", "O", "H", "H", "H", "H", "H", "H", "C", "C", "O", "H", "H", "H", "H", "H", "H", "C", "C", "O", "H", "H", "H", "H", "H", "H", "C", "C", "O", "H", "H", "H", "H", "H", "H", "C", "C", "O", "H", "H", "H", "H", "H", "H", "C", "C", "O", "H", "H", "H", "H", "H", "H", "C", "C", "O", "H", "H", "H", "H", "H", "H"],
  "xyz": [[-1.053, -3.656, -0.346], [-0.737, -2.280, -0.951], [-1.798, -1.822, -1.970], [-1.868, -0.303, -2.294], [-0.498, 0.312, -2.045], [-3.139, 0.473, -1.732], [-3.983, -0.038, -0.105], [-2.679, -0.522, 1.080], [-4.881, -1.599, -0.518], [-6.396, -1.464, -0.306], [-4.222, 0.265, -2.723], [-4.293, 1.264, -3.659], [-5.037, 1.254, -4.626], [-3.345, 2.368, -3.298], [-2.117, 2.433, -4.321], [-1.520, 3.646, -4.604], [-1.646, 1.301, -4.937], [-1.974, 1.098, -6.324], [-2.594, -0.268, -6.518], [-3.100, 2.069, -1.787], [-4.596, 2.785, -0.840], [-4.379, 3.141, 0.666], [-1.841, 3.044, -0.897], [-2.198, 4.490, -0.797], [-1.568, -4.310, -1.050], [-1.679, -3.574, 0.547], [-0.132, -4.153, -0.025], [0.220, -2.372, -1.471], [-0.588, -1.570, -0.143], [-1.536, -2.312, -2.917], [-2.767, -2.231, -1.698], [-1.994, -0.244, -3.378], [-0.260, 0.430, -0.982], [-0.405, 1.274, -2.534], [0.268, -0.326, -2.495], [-1.795, 0.115, 0.994], [-3.102, -0.374, 2.076], [-2.404, -1.567, 0.972], [-4.489, -2.384, 0.137], [-4.681, -1.946, -1.530], [-6.635, -0.730, 0.465], [-6.781, -2.430, 0.036], [-6.922, -1.219, -1.232], [-4.386, -0.677, -3.046], [-3.876, 3.319, -3.425], [-2.129, 4.315, -4.931], [-1.047, 1.186, -6.899], [-2.662, 1.873, -6.677], [-2.908, -0.395, -7.557], [-3.471, -0.393, -5.876], [-1.867, -1.049, -6.277], [-5.632, 1.917, -1.195], [-4.813, 3.901, -1.658], [-4.960, 2.566, 1.266], [-1.727, 2.355, 0.311], [-0.596, 2.908, -1.503], [2.200, 3.040, 2.867], [1.380, 2.016, 2.110], [-0.002, 2.370, 2.022], [1.806, 3.167, 3.877], [3.242, 2.728, 2.942], [2.158, 4.009, 2.365], [1.399, 1.049, 2.612], [1.791, 1.876, 1.103], [-0.029, 3.234, 1.591], [-7.303, -5.816, 0.736], [-6.505, -5.442, 1.970], [-6.645, -4.063, 2.309], [-6.992, -5.201, -0.110], [-7.153, -6.865, 0.483], [-8.372, -5.651, 0.897], [-5.446, -5.598, 1.790], [-6.799, -6.070, 2.818], [-7.573, -3.885, 2.486], [4.131, 0.177, 6.033], [4.568, 0.466, 4.608], [5.011, 1.811, 4.464], [3.335, 0.864, 6.324], [3.766, -0.846, 6.139], [4.965, 0.318, 6.725], [3.732, 0.345, 3.919], [5.365, -0.220, 4.302], [5.765, 1.934, 5.049], [-4.074, -4.758, -4.657], [-3.658, -4.956, -3.212], [-4.508, -4.261, -2.301], [-4.079, -3.697, -4.910], [-3.392, -5.274, -5.334], [-5.080, -5.149, -4.829], [-2.662, -4.552, -3.047], [-3.634, -6.022, -2.963], [-5.399, -4.606, -2.415], [4.401, -2.041, 0.106], [2.939, -2.375, -0.114], [2.077, -1.301, 0.250], [4.575, -1.787, 1.154], [5.041, -2.884, -0.161], [4.692, -1.188, -0.507], [2.628, -3.219, 0.502], [2.773, -2.648, -1.164], [2.320, -0.538, -0.283], [6.431, -1.572, -4.390], [5.870, -0.331, -3.724], [5.971, -0.381, -2.303], [5.920, -2.463, -4.025], [6.314, -1.521, -5.473], [7.496, -1.681, -4.171], [4.806, -0.230, -3.934], [6.372, 0.564, -4.106], [6.902, -0.452, -2.073], [8.202, -2.122, 6.980], [7.521, -1.648, 5.710], [8.002, -0.366, 5.302], [8.040, -1.404, 7.783], [7.819, -3.093, 7.295], [9.280, -2.216, 6.828], [6.450, -1.535, 5.869], [7.670, -2.369, 4.899], [8.946, -0.457, 5.144], [-0.874, 6.811, -3.263], [-0.522, 6.966, -4.726], [-0.014, 8.261, -5.046], [-1.603, 7.566, -2.967], [-1.285, 5.827, -3.046], [0.012, 6.937, -2.640], [-1.411, 6.852, -5.349], [0.199, 6.200, -5.031], [0.780, 8.399, -4.523], [-1.980, -7.992, 2.091], [-3.374, -7.675, 2.596], [-4.365, -7.797, 1.579], [-1.722, -7.338, 1.257], [-1.240, -7.860, 2.881], [-1.920, -9.025, 1.741], [-3.433, -6.640, 2.932], [-3.627, -8.317, 3.446], [-4.360, -8.705, 1.262], [7.473, 4.909, 5.302], [8.891, 4.676, 5.783], [9.289, 3.316, 5.629], [6.785, 4.262, 5.847], [7.163, 5.945, 5.446], [7.385, 4.672, 4.240], [8.981, 4.888, 6.848], [9.587, 5.334, 5.251], [9.227, 3.096, 4.696], [-0.437, 7.194, 2.259], [0.220, 6.902, 0.923], [0.174, 5.522, 0.588], [0.042, 6.617, 3.051], [-0.366, 8.255, 2.508], [-1.493, 6.920, 2.233], [1.278, 7.165, 0.951], [-0.255, 7.498, 0.139], [-0.755, 5.256, 0.501]]
}



(2)
{
  "formula": "C10H22FN3O3",
  "method": "the ωB97M-V functional and the def2-TZVPD basis",
  "energy_ev": -24053.12902,
  "homo_ev": -6.562,
  "relative_energy_kj_mol": 0.00,
  "homo_lumo_gap_ev": 6.4,
  "lumo_energy_ev": -0.1,
  "elements": ["C", "C", "O", "C", "C", "O", "C", "C", "N", "C", "F", "C", "C", "C", "N", "N", "H", "H", "H", "H", "H", "H", "H", "H", "H", "H", "H", "H", "H", "H", "H", "H", "H", "H", "H", "H", "H", "O", "H"],
  "xyz": [[3.646, 1.167, 1.202], [3.025, 1.060, -0.176], [3.440, -0.163, -0.774], [2.560, -0.691, -1.731], [1.610, -1.722, -1.148], [0.947, -1.187, -0.014], [-0.179, -1.902, 0.401], [-0.890, -1.300, 1.615], [-1.783, -0.286, 1.022], [-1.215, 1.061, 0.917], [-1.093, 1.505, 2.223], [-2.018, 2.084, 0.134], [-1.106, 3.047, -0.628], [-2.184, -0.908, -0.132], [-3.374, -0.690, -0.703], [-1.307, -1.843, -0.549], [4.621, 0.680, 1.195], [3.034, 0.663, 1.950], [3.782, 2.208, 1.493], [3.331, 1.899, -0.812], [1.935, 1.084, -0.107], [3.166, -1.203, -2.484], [2.005, 0.098, -2.252], [2.161, -2.626, -0.867], [0.896, -2.006, -1.932], [0.058, -2.946, 0.621], [-0.259, -0.910, 2.405], [-1.591, -2.091, 1.964], [-0.187, 0.987, 0.551], [-2.704, 1.607, -0.560], [-2.605, 2.639, 0.865], [-0.606, 3.743, 0.045], [-1.678, 3.629, -1.350], [-0.338, 2.505, -1.186], [-3.509, -0.550, -1.687], [-4.158, -0.678, -0.066], [-1.217, -2.044, -1.534], [-3.346, -3.010, 1.455], [-2.867, -2.910, 0.636]]
}



(3)
{
  "formula": "AgClH6O3",
  "method": "the ωB97M-V functional and the def2-TZVPD basis",
  "energy_ev": -22750.66605,
  "homo_ev": [-14.388, -14.334],
  "relative_energy_kj_mol": 13.47,
  "homo_lumo_gap_ev": [7.3, 4.1],
  "spin_multiplicity": 2,
  "total_charge": 1,
  "lumo_energy_ev": [-7.1, -10.2],
  "s2": 0.754,
  "elements": ["Ag", "Cl", "O", "H", "H", "O", "H", "H", "O", "H", "H"],
  "xyz": [[1.211, -3.113, 0.245], [-0.073, -0.652, 0.306], [1.800, 2.474, -0.525], [1.309, 3.045, -1.115], [1.225, 1.722, -0.384], [-0.674, 0.323, -2.820], [-0.623, -0.495, -3.315], [-0.397, 0.086, -1.935], [-1.461, -1.462, 3.222], [-0.983, -0.979, 3.896], [-1.336, -0.948, 2.424]]
}